1.
{
  "formula": "C5H6N",
  "method": "ωB97M-V with the def2-TZVPD basis set",
  "species": ["C", "C", "C", "C", "C", "N", "H", "H", "H", "H", "H", "H"],
  "xyz": [[-0.41122, -0.72002, 0.94963], [-0.25606, 0.33654, -0.15484], [0.64168, 0.35448, 1.03443], [0.55154, -0.86246, -0.14233], [-1.25344, 0.82523, -1.14972], [1.72730, -0.45665, 0.46631], [-1.03963, -1.11539, 1.75384], [-0.69821, 1.06954, -1.98949], [-1.84198, 1.56920, -0.63565], [-2.14862, 0.11467, -1.18024], [2.46640, -0.15460, -0.08794], [2.26223, -0.96054, 1.13599]],
  "forces_ev_per_angstrom": [[0.541, 0.153, 1.194], [-1.584, -0.144, -0.384], [-1.377, 0.241, -1.268], [-1.867, -1.765, 1.170], [-1.788, -0.869, 3.027], [2.626, -0.070, 1.087], [0.212, -0.168, -0.897], [-0.016, 0.773, -2.047], [0.414, 1.392, -0.360], [1.878, 0.084, -0.815], [1.325, 2.073, -2.085], [-0.364, -1.699, 1.378]],
  "smiles": "C[C@]12[C@@H]3[C@@]14[NH2+][C@@]324",
  "orbital_gap_ev": 9.5,
  "charge": 1,
  "total_energy_ev": -6757.3132,
  "relative_energy_kcal_mol": 181.4
}


2.
{
  "formula": "C5H6N",
  "method": "ωB97M-V with the def2-TZVPD basis set",
  "species": ["C", "C", "C", "C", "C", "N", "H", "H", "H", "H", "H", "H"],
  "xyz": [[1.46905, -1.06005, 1.06733], [0.15179, -0.41264, 0.64578], [1.31245, 0.37321, 0.85709], [1.18559, -0.70586, -0.34500], [-3.08761, 0.34054, -0.43167], [1.93942, 0.59004, -0.50936], [1.97148, -1.76437, 1.68758], [-3.66332, 0.51959, -1.37494], [-1.99393, 0.61289, -0.29567], [-3.64832, -0.03219, 0.35695], [1.46338, 1.23340, -1.10025], [2.90002, 0.30543, -0.55785]],
  "forces_ev_per_angstrom": [[0.531, 0.244, -0.525], [-1.068, 0.100, -1.039], [1.212, 1.200, 0.377], [-0.401, -0.590, 0.004], [1.522, 1.230, -1.916], [-1.814, -2.788, 2.219], [0.145, -0.303, 0.199], [1.091, -0.241, 0.837], [-1.826, -0.251, -0.286], [-0.642, -0.684, 1.500], [0.106, 1.118, -0.962], [1.144, 0.963, -0.408]],
  "orbital_gap_ev": [9.3, 4.7],
  "charge": 1,
  "total_energy_ev": -6752.7269,
  "relative_energy_kcal_mol": 287.1
}